This record from the Open Molecules 2025 dataset describes the molecule S3 in a non-equilibrium geometry. The level of theory is wB97M-V/def2-TZVPD.

Positions of all 3 atoms, in Å:
S -1.970204 -0.151117 0.001329
S -0.001064 0.307638 -0.001049
S 1.972878 -0.158131 0.001330

Atoms 1-2, force components in eV/Å:
S 2.743 -1.023 0.005
S 0.068 2.017 -0.009

Summary:
ΔE to the lowest compared entry with this formula, charge and spin = 126.2 kJ/mol
molar mass = 96.2 g mol⁻¹
HOMO-LUMO gap = 6.16 eV
total charge = 0

natural (NBO) atomic charge list, values in e, 2 entries:
1 S -0.13
2 S 0.26